{"formula": "C5H33NO13", "method": "ωB97M-V/def2-TZVPD", "symbols": ["O", "O", "O", "O", "O", "O", "O", "O", "O", "O", "O", "O", "O", "N", "C", "C", "C", "C", "C", "H", "H", "H", "H", "H", "H", "H", "H", "H", "H", "H", "H", "H", "H", "H", "H", "H", "H", "H", "H", "H", "H", "H", "H", "H", "H", "H", "H", "H", "H", "H", "H", "H"], "positions_angstrom": [[1.9948, 1.9853, 0.0627], [1.7345, 2.5011, -3.1857], [2.1248, -1.7037, -1.0839], [-4.8805, -0.0149, 1.2464], [-0.9050, 3.3260, -3.3709], [0.2655, -2.9004, -2.2996], [-1.5756, -0.7906, -2.4154], [-1.3181, -1.6712, 0.3799], [0.5625, 4.2110, -0.7779], [-2.5102, -3.9300, -0.8401], [0.5032, -0.3670, 4.7853], [2.2723, 0.7944, 2.8406], [0.9844, 0.6916, -2.0033], [-0.0182, -0.1488, 1.2879], [-0.2158, -1.4514, 0.8553], [0.9565, -2.4180, 0.9898], [-1.2067, 0.7777, 1.4277], [2.2511, -1.9695, 0.3582], [-1.1310, 1.5627, 2.8071], [-1.3637, 0.9090, 3.6606], [2.6051, 0.2095, 2.0705], [0.0208, 3.0244, -3.3525], [-1.5459, -3.7800, -1.0142], [1.7505, 2.2169, -2.3125], [0.1234, -0.7071, 3.9679], [-0.1133, 2.0011, 2.9570], [-0.4541, -2.3137, -2.5822], [-0.1945, 4.4657, -1.2018], [0.5320, 0.6069, 4.8199], [-4.3016, 0.3853, 1.9013], [-1.1051, 1.5123, 0.5551], [1.7662, 1.7158, -3.7261], [0.7402, -3.4987, 0.5471], [2.7610, 0.6383, 3.7098], [-1.1945, 2.4975, -3.2888], [-1.7398, 2.4510, 2.8265], [3.1202, -2.5984, 0.5666], [-2.6954, -2.9182, -0.7922], [0.6683, 3.3299, -1.0221], [0.9349, -2.6116, 2.1154], [1.3122, -2.0686, -1.4409], [-1.9400, -0.9675, -1.5086], [1.6620, 0.0560, -2.0659], [2.5316, -0.9515, 0.7974], [-1.1929, 0.0671, -2.3556], [0.5158, -3.1890, -3.1578], [0.8440, 0.5863, -1.0744], [1.4246, 2.0396, 0.8215], [2.6452, 2.6259, 0.4951], [-4.5183, -0.8692, 1.3292], [-2.0758, 0.0429, 1.4533], [0.6601, 0.0709, 1.9528]], "forces_ev_per_angstrom": [[2.043, 1.587, 1.447], [0.692, 2.819, -3.458], [1.438, 0.246, 2.496], [0.046, 1.293, 0.349], [2.204, 4.045, -0.223], [-1.131, 0.106, 0.153], [-1.280, -1.504, 0.975], [0.193, -1.186, -0.351], [2.420, 1.228, 2.518], [0.947, 3.276, -0.393], [0.282, -0.066, 0.882], [1.239, -0.916, -0.302], [-2.043, -0.354, 0.323], [-1.586, -0.232, -0.310], [-0.444, 1.785, -0.425], [-1.174, -2.953, 0.449], [0.593, -0.277, 0.445], [0.458, 2.752, -0.651], [1.229, -0.433, -0.927], [-0.051, 0.295, -0.372], [-0.091, 1.362, 2.340], [0.986, 1.199, -0.213], [-0.844, -0.880, 0.175], [0.198, -0.998, 2.148], [0.059, 0.726, 0.081], [-0.490, -0.603, -0.130], [-0.532, 0.727, 0.664], [-3.078, 1.259, -1.887], [-0.334, -0.876, -0.644], [-0.250, 0.937, 0.114], [-0.978, -1.077, 1.131], [0.036, -0.201, -0.007], [-0.203, 2.411, 0.735], [-0.769, -0.228, -2.146], [-3.294, -5.103, 0.436], [-0.722, 0.026, -0.190], [-0.398, -0.320, -0.163], [-0.193, -2.739, 0.186], [0.508, -2.264, -0.551], [0.890, 0.257, -1.249], [-0.614, -0.777, -0.306], [0.537, 0.325, -1.067], [1.653, -1.662, -0.563], [-0.203, -1.141, -0.579], [0.795, 1.036, 0.038], [1.003, -0.983, -1.080], [-0.537, 0.132, 1.266], [-1.305, -0.501, 0.491], [-0.469, -1.014, -1.581], [0.188, -2.257, -0.460], [0.741, 1.644, -0.672], [1.634, 0.071, 1.056]], "smiles": "CCNC(=O)CCO.O.O.O.O.O.O.O.O.O.O.O", "e_homo_ha": -0.3948, "e_tot_ha": -1243.090524}